No. 1
{"formula": "C34H31OSi", "method": "ωB97M-V/def2-TZVPD", "homo_ev": -11.392, "total_charge": 1, "elements": ["C", "C", "C", "O", "Si", "C", "C", "C", "C", "C", "C", "C", "C", "C", "C", "C", "C", "C", "C", "C", "C", "C", "C", "H", "H", "H", "H", "H", "H", "H", "H", "H", "H", "H", "H", "H", "H", "H", "H", "H", "H", "H", "H", "C", "C", "C", "C", "C", "C", "C", "C", "C", "C", "C", "C", "C", "H", "H", "H", "H", "H", "H", "H", "H", "H", "H", "H"], "xyz": [[2.924, 0.987, 0.583], [1.813, 0.153, 0.091], [0.912, -0.519, 0.898], [1.717, 0.145, -1.275], [0.290, 0.625, -2.121], [-0.773, 1.631, -1.004], [-0.639, 3.024, -1.027], [-1.362, 3.798, -0.118], [-2.222, 3.189, 0.796], [-2.384, 1.802, 0.790], [-1.666, 1.017, -0.114], [0.821, 1.605, -3.595], [0.012, 1.705, -4.740], [0.453, 2.463, -5.833], [1.678, 3.133, -5.779], [2.471, 3.037, -4.633], [2.044, 2.283, -3.538], [-0.627, -0.860, -2.670], [-2.012, -0.815, -2.902], [-2.670, -1.952, -3.393], [-1.945, -3.113, -3.666], [-0.568, -3.148, -3.438], [0.102, -2.020, -2.956], [3.028, 0.924, 1.677], [3.863, 0.685, 0.086], [2.790, 2.059, 0.329], [0.297, -1.282, 0.400], [0.560, 0.108, 1.788], [0.033, 3.495, -1.753], [-1.234, 4.878, -0.127], [-2.769, 3.789, 1.514], [-3.056, 1.311, 1.488], [-1.783, -0.071, -0.105], [-0.958, 1.201, -4.777], [-0.162, 2.525, -6.726], [2.019, 3.728, -6.623], [3.430, 3.542, -4.576], [2.665, 2.226, -2.638], [-2.579, 0.103, -2.705], [-3.745, -1.919, -3.554], [-2.449, -3.992, -4.057], [0.010, -4.048, -3.634], [1.188, -2.042, -2.815], [0.589, -1.817, 2.505], [1.382, -1.431, 3.679], [2.765, -1.743, 3.676], [3.634, -1.035, 4.503], [3.126, -0.038, 5.374], [1.747, 0.170, 5.495], [0.866, -0.589, 4.721], [-0.893, -1.969, 2.590], [-1.510, -3.211, 2.297], [-2.878, -3.392, 2.515], [-3.664, -2.321, 2.959], [-3.080, -1.056, 3.140], [-1.712, -0.869, 2.913], [1.100, -2.523, 1.843], [3.152, -2.529, 3.002], [4.711, -1.224, 4.455], [3.815, 0.638, 5.888], [1.359, 0.959, 6.145], [-0.209, -0.472, 4.857], [-0.873, -4.025, 1.953], [-3.322, -4.376, 2.343], [-4.725, -2.451, 3.110], [-3.671, -0.204, 3.480], [-1.230, 0.118, 3.006]], "forces_ev_per_angstrom": [[0.46, 0.80, 0.53], [0.00, 0.05, -1.38], [-0.98, 0.20, 0.31], [-0.02, -0.19, 1.98], [-0.38, 0.04, -0.42], [0.12, 0.01, 0.05], [-0.26, -0.04, 0.42], [0.11, 0.01, -0.08], [0.16, -0.17, -0.19], [0.17, -0.14, -0.24], [-0.08, 0.50, 0.33], [0.35, 0.04, 0.23], [0.42, 0.28, -0.13], [-0.08, -0.13, 0.37], [-0.02, -0.24, 0.34], [-0.07, -0.05, 0.15], [-0.05, 0.21, -0.54], [-0.05, -0.26, -0.01], [0.01, -0.58, -0.12], [0.27, 0.35, 0.10], [0.15, 0.17, 0.17], [0.24, 0.12, 0.02], [-0.52, -0.34, -0.10], [0.05, -0.12, -0.40], [-0.39, -0.03, 0.22], [-0.13, -0.53, -0.05], [-0.41, 1.27, -0.09], [0.34, -0.79, -1.48], [-0.26, -0.11, 0.29], [-0.13, -0.15, 0.07], [0.01, 0.01, -0.08], [-0.02, 0.19, -0.07], [-0.01, 0.39, -0.04], [0.37, 0.09, -0.05], [0.08, 0.03, 0.12], [-0.07, -0.13, 0.12], [-0.12, 0.03, -0.12], [-0.15, -0.03, -0.36], [0.21, -0.38, -0.02], [0.19, -0.05, -0.04], [0.05, 0.13, 0.09], [-0.22, 0.08, -0.07], [-0.41, -0.05, -0.01], [0.48, -1.51, 0.86], [0.03, 0.55, 0.45], [-0.02, 0.32, 0.00], [-0.31, 0.16, 0.44], [0.10, -0.03, -0.77], [0.12, -0.46, -0.22], [0.49, -0.02, -0.86], [-0.38, 0.60, -0.85], [0.47, 0.47, 0.35], [0.23, 0.19, 0.00], [0.75, 0.28, -0.24], [0.36, -0.03, -0.09], [0.14, -0.32, 0.42], [-0.27, -0.16, 0.61], [-0.23, 0.69, 0.22], [-0.46, 0.06, 0.08], [-0.18, -0.44, 0.01], [0.14, -0.45, -0.03], [0.35, 0.04, -0.18], [-0.27, 0.02, 0.10], [0.12, 0.38, 0.02], [-0.03, -0.03, 0.10], [0.03, -0.31, -0.22], [-0.57, -0.48, 0.03]], "lowdin_charge": [0.010, -0.329, 0.030, -0.078, 0.639, -0.235, -0.066, -0.068, -0.067, -0.079, -0.105, -0.241, -0.064, -0.068, -0.071, -0.075, -0.095, -0.256, -0.089, -0.069, -0.075, -0.076, -0.083, 0.091, 0.116, 0.112, 0.108, 0.149, 0.108, 0.109, 0.107, 0.089, 0.104, 0.106, 0.107, 0.108, 0.105, 0.100, 0.112, 0.107, 0.107, 0.106, 0.109, -0.018, -0.204, -0.024, -0.056, -0.047, -0.055, 0.001, -0.214, -0.004, -0.052, -0.046, -0.056, -0.065, 0.129, 0.132, 0.115, 0.115, 0.117, 0.108, 0.122, 0.117, 0.111, 0.114, 0.115]}

***

No. 2
{"formula": "C6H11IO3Sr", "method": "ωB97M-V/def2-TZVPD", "homo_ev": -15.673, "total_charge": 2, "elements": ["C", "O", "C", "C", "O", "C", "C", "C", "O", "I", "H", "H", "H", "H", "H", "H", "H", "H", "H", "H", "H", "Sr"], "xyz": [[-2.820, 0.422, -0.557], [-2.100, 0.502, 0.661], [-1.685, -0.735, 1.132], [-0.273, -0.642, 1.692], [0.441, 0.482, 1.097], [1.531, 0.117, 0.320], [1.309, 0.549, -1.125], [2.203, -0.270, -2.023], [2.129, -1.461, -2.007], [3.659, 0.788, -3.153], [-3.261, 1.370, -0.748], [-2.145, 0.175, -1.362], [-3.593, -0.322, -0.516], [-2.306, -1.115, 1.924], [-1.695, -1.467, 0.342], [0.226, -1.582, 1.553], [-0.324, -0.468, 2.746], [2.451, 0.632, 0.665], [1.765, -0.935, 0.312], [1.501, 1.609, -1.220], [0.278, 0.368, -1.326], [2.706, 1.982, 1.594]], "forces_ev_per_angstrom": [[0.31, -0.25, 0.24], [-0.13, 0.53, 0.28], [0.45, -0.01, -0.46], [-0.90, 0.27, 0.58], [1.78, 0.30, 0.67], [-0.90, -0.89, -1.72], [0.86, 0.54, 0.55], [0.15, -1.11, -0.24], [0.12, 0.79, -0.11], [-0.07, 0.04, 0.16], [-0.32, 0.81, -0.07], [0.28, -0.17, -0.51], [-0.48, -0.41, 0.07], [-0.51, -0.17, 0.42], [-0.04, -0.40, -0.52], [0.60, -0.30, -0.28], [0.11, 0.39, 0.68], [-0.74, -4.42, -2.67], [0.07, -0.53, 0.36], [-0.13, 0.48, -0.38], [-0.81, -0.20, -0.37], [0.28, 4.72, 3.32]], "lowdin_charge": [-0.059, -0.164, -0.196, -0.088, -0.156, -0.356, -0.157, -0.860, 0.065, 0.974, 0.092, 0.081, 0.099, 0.140, 0.129, 0.135, 0.126, -0.101, 0.147, 0.089, 0.132, 1.928]}